ORCA calculation (wB97M-V/def2-TZVPD) on a molecular structure, C5H4BrO4S2.

Positions of all 16 atoms, in Å:
Br: 2.741 -0.518 -0.451
S: -0.307 1.729 -2.520
S: -0.023 -0.049 1.999
O: 0.344 -0.645 3.181
O: 0.843 0.977 1.445
O: -1.630 -1.657 0.751
O: -1.469 0.430 1.993
C: -1.020 0.539 -1.385
C: 1.259 1.308 -2.007
C: -0.403 -1.353 0.754
C: 1.266 0.234 -1.199
C: -0.008 -0.195 -0.881
H: -2.095 0.406 -1.233
H: -1.899 -0.742 1.204
H: 2.197 1.761 -2.351
H: 0.205 -2.225 0.699

charge	-1
E_tot	-3864.26548	hartree
frontier orbital gap	8.19	eV
HOMO level	-5.22	eV